[1]
Formula: C30H30N7Pt
Source: OMol25
Level of theory: ωB97M-V with the def2-TZVPD basis set

Summary:
M: 683.70 g mol⁻¹
HOMO (spin up / spin down): -16.137 / -16.137 eV
LUMO (spin up / spin down): -0.4449 / -0.4449 Eh
charge: +3

CARTESIAN COORDINATES (ANGSTROEM)
1 Pt 0.09 -0.70 -0.89
2 C 4.16 -2.54 -1.52
3 C 2.93 -1.94 -1.78
4 N 2.08 -1.71 -0.79
5 C 2.40 -2.10 0.46
6 C 3.61 -2.74 0.69
7 N 4.48 -2.93 -0.30
8 C 1.35 -1.89 1.45
9 C 1.48 -1.96 2.81
10 C 0.36 -1.76 3.64
11 C -0.89 -1.62 3.01
12 C -0.96 -1.60 1.64
13 N 0.15 -1.67 0.88
14 C -2.18 -1.59 0.83
15 C -3.45 -1.93 1.26
16 N -4.45 -2.12 0.41
17 C -4.21 -1.97 -0.89
18 C -2.96 -1.57 -1.35
19 N -1.96 -1.39 -0.49
20 C 0.49 -1.73 5.10
21 C 1.70 -1.38 5.69
22 C 1.79 -1.37 7.08
23 N 0.75 -1.66 7.86
24 C -0.42 -1.97 7.30
25 C -0.59 -2.03 5.92
26 H 4.89 -2.70 -2.31
27 H 2.64 -1.65 -2.78
28 H 3.88 -3.12 1.67
29 H 2.45 -2.17 3.25
30 H -1.79 -1.49 3.59
31 H -3.67 -2.07 2.32
32 H -5.02 -2.17 -1.58
33 H -2.76 -1.40 -2.40
34 H 2.56 -1.09 5.10
35 H 2.73 -1.12 7.57
36 H -1.24 -2.19 7.97
37 H -1.56 -2.32 5.53
38 C -2.28 -0.08 -5.37
39 C -1.82 0.94 -4.37
40 C -2.35 2.26 -4.42
41 C -1.94 3.32 -3.57
42 C -2.51 4.70 -3.72
43 C -1.02 3.04 -2.60
44 C -0.43 1.71 -2.48
45 C -0.87 0.69 -3.44
46 N 0.42 1.32 -1.56
47 C 1.37 2.15 -0.75
48 C 1.13 1.81 0.74
49 C 1.32 3.66 -0.94
50 C 2.77 1.65 -1.18
51 H -1.95 0.20 -6.38
52 H -3.37 -0.12 -5.41
53 H -1.88 -1.07 -5.17
54 H -3.10 2.48 -5.18
55 H -3.40 4.71 -4.34
56 H -1.77 5.35 -4.21
57 H -2.74 5.15 -2.76
58 H -0.80 3.80 -1.88
59 H -0.31 -0.24 -3.49
60 H 0.09 2.01 1.02
61 H 1.78 2.45 1.34
62 H 1.38 0.77 0.95
63 H 0.46 4.11 -0.45
64 H 1.35 3.94 -2.00
65 H 2.21 4.07 -0.47
66 H 2.82 0.56 -1.14
67 H 3.51 2.06 -0.48
68 H 3.01 1.98 -2.19

---

[2]
Formula: C4H37NO14
Source: OMol25
Level of theory: ωB97M-V with the def2-TZVPD basis set

Summary:
M: 323.33 g mol⁻¹
HOMO: -10.025 eV
LUMO: 0.0025 Eh

CARTESIAN COORDINATES (ANGSTROEM)
1 C -0.38 1.40 0.03
2 C -0.42 -0.05 -0.62
3 C 0.95 -0.45 -0.72
4 C 1.80 -0.39 -1.75
5 N -1.62 2.17 0.37
6 H 0.09 1.91 -0.83
7 H 0.16 1.63 1.00
8 H -1.10 -0.14 -1.47
9 H -0.97 -0.77 0.13
10 H 1.42 -1.06 0.09
11 H 1.41 -0.01 -2.65
12 H 2.83 -0.64 -1.73
13 H -1.32 3.08 0.33
14 H -2.36 1.87 -0.21
15 H -3.34 -1.59 3.35
16 H -1.92 -2.05 3.11
17 O -2.71 -1.98 3.67
18 H 1.31 1.24 2.94
19 H 2.35 0.14 2.75
20 O 2.20 1.08 2.65
21 H -1.98 1.19 2.17
22 H -3.31 0.51 2.78
23 O -2.42 0.36 2.42
24 H 0.59 2.37 -3.04
25 H 1.49 2.08 -4.17
26 O 0.59 1.77 -4.00
27 H -1.55 0.51 -3.88
28 H -0.18 0.32 -3.39
29 O -1.10 -0.10 -3.35
30 H -0.79 0.82 2.83
31 H -0.51 0.84 4.28
32 O -0.31 1.37 3.52
33 H -0.87 -2.24 1.32
34 H -1.10 -0.92 2.08
35 O -0.65 -1.74 2.12
36 H 1.60 -4.14 -0.70
37 H 2.50 -3.09 -0.06
38 O 2.60 -3.93 -0.44
39 H -1.38 2.96 -2.54
40 H -1.71 2.37 -3.68
41 O -2.16 3.05 -3.15
42 H 3.32 1.93 1.17
43 H 2.58 0.91 0.49
44 O 2.92 1.82 0.33
45 H 0.98 -1.79 2.45
46 H 1.57 -1.65 3.78
47 O 1.74 -1.51 2.80
48 H -0.66 -2.32 -3.23
49 H -1.65 -1.88 -2.26
50 O -1.30 -2.68 -2.63
51 H -0.88 -3.54 -0.63
52 H -0.66 -4.63 0.37
53 O -0.52 -3.72 0.19
54 H 2.17 3.64 -1.70
55 H 1.35 2.45 -1.04
56 O 1.26 3.21 -1.64

---

What did we get for ΔE to the lowest compared entry with this formula, charge and spin? Answer: 1.576; 8.017 eV, in the order shown.
What did we get for E_tot? Answer: -1662.74398; -1282.50804 Ha, in the order shown.